#P
{"formula": "C9H9N2O2", "method": "wB97M-V/def2-TZVPD", "species": ["C", "N", "C", "H", "C", "C", "O", "C", "C", "H", "H", "N", "C", "C", "H", "H", "H", "H", "H", "C", "O", "H"], "xyz": [[1.1580, 0.4655, 1.1463], [-0.7407, -0.1446, 0.0894], [-3.1223, 0.6156, 0.1064], [2.8522, 0.6856, -2.2615], [0.4340, 0.2859, -0.0349], [1.1288, 0.3175, -1.2646], [-1.5707, 2.2958, -0.4577], [2.4708, 0.8910, 1.0964], [-1.9067, -0.5279, 0.0765], [-2.6260, -1.8812, -1.3876], [-3.3488, -2.0884, 0.4902], [-2.7189, 1.8422, -0.2506], [3.1911, 0.9639, -0.0668], [-2.4448, -1.8961, -0.1943], [3.0025, 0.8482, 1.9579], [-1.6514, -2.6556, -0.1717], [0.5852, 0.2334, -2.2212], [0.8237, 0.4320, 2.1545], [-3.4762, 2.6019, -0.3957], [2.4405, 0.7225, -1.2379], [-4.2769, 0.2922, 0.2911], [4.2440, 1.2646, -0.0942]], "e_homo_ev": [-12.81, -13.83], "gap_ev": [7.4, 7.3], "charge": 1, "lumo_ev": [-5.39, -6.56]}

#Q
{"formula": "C9H9N2O2", "method": "wB97M-V/def2-TZVPD", "species": ["N", "C", "C", "H", "O", "C", "H", "H", "C", "C", "O", "H", "H", "C", "H", "N", "C", "C", "C", "H", "H", "H"], "xyz": [[-1.4620, 0.6286, -1.3116], [-0.1852, -0.5502, 0.4234], [0.1758, 1.4598, 1.7765], [1.5210, -0.9232, -2.4366], [-0.2187, -3.4486, -2.7132], [0.4863, -2.5455, -2.8242], [0.3428, 2.6226, 1.8017], [-2.2401, 0.6441, -0.6907], [-0.0914, 0.8253, 0.5350], [-0.0825, -1.3241, 1.6250], [0.6054, 0.3640, -1.5535], [2.2000, -1.8985, -3.5881], [0.4051, 1.1097, 3.9914], [-0.1850, 1.2698, -0.8848], [-0.2000, -2.3472, 1.3863], [1.4119, -1.7534, -3.0183], [0.2017, -0.6870, 2.8037], [-0.3558, -0.6617, -1.1060], [0.2172, 0.7406, 2.9231], [-1.6698, 0.6838, -2.2768], [-0.1435, 2.2182, -1.2401], [0.3233, -1.1301, 3.7311]], "e_homo_ev": -12.31, "gap_ev": 8.6, "charge": 1, "lumo_ev": -3.69}

Preferred: #P; penalty for the next structure: 0.0041 hartree.

#P
{"formula": "C18H32BNO36S7", "method": "wB97M-V/def2-TZVPD", "species": ["O", "C", "H", "H", "C", "O", "H", "O", "O", "H", "H", "C", "O", "C", "O", "H", "O", "C", "C", "O", "H", "O", "C", "S", "O", "S", "O", "O", "H", "O", "O", "H", "H", "H", "H", "O", "C", "H", "C", "O", "C", "C", "O", "H", "O", "H", "H", "C", "O", "O", "H", "S", "O", "H", "N", "C", "O", "O", "O", "O", "B", "C", "O", "C", "H", "H", "H", "C", "O", "C", "O", "H", "H", "S", "O", "H", "S", "O", "H", "O", "O", "H", "H", "O", "O", "H", "S", "H", "O", "S", "O", "C", "H", "H", "H"], "xyz": [[-4.7172, 4.9220, 1.2542], [-0.0697, -5.6956, -1.2061], [-2.9308, -2.4797, 5.5421], [-4.0785, -1.1807, 4.8586], [0.9880, 4.9092, 3.8429], [1.3833, 2.6358, 4.3597], [-0.0441, -6.7830, -1.2425], [-3.0846, 3.6793, 2.4814], [-1.0197, 3.2279, -2.1472], [-3.3338, -3.7904, 3.5584], [0.0845, -1.1222, -0.0468], [-2.6016, -2.0752, -5.1863], [4.5828, -1.6283, -2.9631], [-3.4477, -2.7110, 3.4613], [1.8625, 4.3952, 2.8392], [-4.4013, -2.5721, 2.9556], [4.9162, 0.0640, 0.2012], [0.7365, 5.4411, -3.2961], [2.1107, -2.7394, -4.9320], [-2.0642, -1.0571, 4.4570], [-0.1214, -5.1745, -2.1578], [2.5574, -3.0233, -2.6919], [4.4113, -2.6750, 2.5300], [2.0916, 2.7924, 2.9163], [-2.9232, 7.7968, 0.5792], [3.1673, -1.5844, -2.9457], [2.5869, -0.6341, -2.0655], [-2.4251, -2.3062, 2.5084], [4.0793, -4.2381, 1.0190], [-1.3471, -0.1145, -2.5782], [0.8994, 4.0349, -3.3243], [-4.3208, -2.7399, -4.0094], [1.7257, 5.8446, -3.5229], [0.0018, 5.8252, -4.0012], [-1.6091, -4.3131, -0.3882], [-0.2721, -2.2508, -2.5993], [0.5778, 3.7272, 4.7388], [-2.9137, -1.5781, -6.0995], [-1.1569, -5.2951, -0.1974], [1.3104, 2.2564, 1.8507], [0.3203, 5.8303, -1.8589], [-4.7292, 6.2286, 1.0534], [-0.4863, -4.9970, 1.0369], [0.8327, 6.6836, -1.4222], [-1.9853, 1.5863, -0.0386], [-1.9665, -6.0176, -0.1703], [1.6044, 5.6673, 4.3285], [-3.2330, -1.8438, 4.7060], [1.1483, -5.2377, -0.5958], [0.6235, 4.6986, -1.0616], [3.6160, -4.1035, -4.0254], [-1.3691, -1.4509, -3.0370], [-0.5339, -2.8809, 3.9384], [5.6056, -3.5363, 0.8583], [0.4304, -0.1629, -0.1064], [-2.5011, 2.5400, 2.1287], [4.0719, -2.2624, 0.3019], [1.9171, -4.6741, 1.7093], [-2.4943, 5.6508, 1.1189], [-0.4610, -0.8126, 2.5665], [-3.3209, 4.4444, 1.2179], [-2.4933, 2.4492, 0.6007], [0.8100, -3.0005, 0.3800], [4.5866, -3.2848, 1.1607], [-4.0684, -0.9644, -3.9987], [1.0521, -2.7616, -5.1657], [1.9583, -4.6491, -3.8260], [-3.5838, -1.9407, -4.0327], [2.8509, -0.3342, 1.3637], [2.5834, -3.7640, -3.9125], [-2.0984, 1.7291, 2.8985], [-2.5222, -3.1437, -5.4103], [2.7161, -2.9508, -5.8171], [0.3767, 3.3662, -1.9323], [-3.1486, 3.4846, 0.1220], [1.1090, -0.1928, -0.8791], [0.9267, -4.3675, 0.7512], [-2.7855, -2.1617, -2.8625], [0.1131, 5.3563, 3.3742], [2.5258, -1.4667, -4.4386], [1.2407, 2.3363, -1.5101], [0.8014, 3.9993, 5.7712], [1.0076, -0.0363, 0.7445], [4.9176, -1.3572, 2.2945], [-5.6878, 6.9149, 1.1276], [-0.7322, 6.1240, -1.8692], [4.1368, -0.8159, 0.9844], [-0.4977, 3.6339, 4.6837], [3.4683, 2.4708, 2.9287], [-1.1691, -1.7559, 3.3315], [-1.4208, -1.4941, -4.6494], [-3.2774, 6.7112, 0.9217], [4.9912, -3.1832, 3.2939], [-0.3272, 0.5159, -0.2421], [3.3599, -2.6070, 2.8128]], "e_homo_ev": -8.87, "gap_ev": 8.3, "charge": 0, "lumo_ev": -0.60}

#Q
{"formula": "C18H32BNO36S7", "method": "wB97M-V/def2-TZVPD", "species": ["O", "H", "C", "O", "C", "O", "O", "B", "C", "C", "H", "O", "H", "O", "O", "O", "S", "C", "H", "O", "O", "C", "H", "O", "H", "H", "S", "S", "S", "O", "O", "H", "C", "C", "H", "S", "O", "H", "H", "C", "O", "H", "O", "C", "S", "O", "H", "O", "H", "O", "O", "H", "C", "H", "H", "C", "H", "C", "C", "H", "O", "H", "O", "O", "H", "O", "H", "H", "N", "H", "C", "O", "C", "H", "O", "O", "O", "O", "O", "H", "O", "O", "S", "O", "H", "O", "H", "H", "H", "C", "O", "H", "O", "H", "C"], "xyz": [[2.8680, -0.0441, -4.7313], [-3.0547, 5.2975, -0.6649], [3.3737, 0.4530, 5.1581], [0.2993, -3.7200, 3.1740], [1.0555, -4.3390, 0.1081], [0.5188, 2.4789, -4.2577], [3.6284, -0.5595, -1.0876], [2.7342, -1.3350, -4.0426], [-3.6808, 1.9452, 4.5705], [5.0484, -0.7110, 0.5437], [-7.0228, -3.3693, -0.3125], [-5.8160, -0.8189, -1.0806], [2.7967, 0.7498, -3.8849], [-4.9325, 0.7534, 3.0603], [-1.7010, 3.8656, -0.9503], [-2.8594, 0.8483, 4.1334], [-0.8260, 3.6710, 0.4032], [-6.3666, -1.3497, 0.1319], [-0.7466, -0.7936, -0.8496], [-1.2349, 1.6754, -2.6774], [-0.2474, -1.9384, -2.3462], [4.9950, -0.9897, -4.4347], [-1.4620, -0.4409, 0.6253], [2.5600, 1.2740, 3.0200], [-3.6282, 4.1341, 1.4693], [-3.4847, 2.0503, 5.6366], [-0.2325, -3.1550, 1.9557], [-4.5467, -1.7189, -1.5610], [1.2254, 1.0273, 3.9500], [6.1725, -1.0863, -4.3701], [1.8967, 0.7154, -0.0072], [4.6087, -1.5247, 1.1239], [0.7700, -1.9727, -2.9816], [1.8244, -3.1126, 0.5985], [3.0256, 1.4990, -2.3109], [-3.5466, -0.1253, 3.0445], [-4.5198, -1.8176, -2.9920], [2.5250, -3.4655, 1.3556], [5.0941, -1.9239, -1.3311], [3.7091, 0.9185, 3.7284], [4.2466, 0.4329, 0.8521], [4.3756, 1.7791, 3.7328], [4.4819, 1.0805, -5.7765], [-5.0970, 1.4554, 4.2482], [3.2730, 0.7969, -0.4085], [-0.5492, 4.8791, 1.1340], [1.4468, -5.2741, 0.5086], [3.7743, 1.9688, -1.0867], [6.0278, -0.4799, 0.9721], [-0.2463, -4.2761, 0.7750], [0.1905, -3.5903, -4.6965], [4.1047, 0.0775, 3.1586], [5.0586, -0.9015, -0.9794], [-1.0030, 0.7337, -0.5338], [2.4413, 2.6850, -4.8217], [0.9459, -2.7604, -4.3070], [2.0312, 3.5964, -3.3655], [1.8893, 2.6505, -3.8840], [-3.3386, 3.4747, 0.6409], [0.8708, -4.4301, -0.9589], [0.9087, 2.3374, 4.4526], [-5.7754, -0.9491, 0.9630], [-1.3918, -2.3173, 1.9741], [0.2613, 2.7729, 0.1275], [0.2215, -0.1144, 0.2533], [1.8429, -1.2327, -2.8455], [-3.6446, 3.7317, -1.5096], [3.6006, 1.3049, 5.7986], [-0.7564, -0.1331, -0.0474], [-3.4197, 2.9137, 4.1442], [-6.1253, -2.8219, 0.0053], [-2.9879, 0.0038, 1.7297], [-3.0767, 4.2121, -0.7203], [4.0295, -0.3719, 5.4148], [2.0659, -2.3359, -4.8684], [-5.1091, -3.0945, -0.9289], [1.9740, 0.1392, 5.0777], [-3.3768, -1.2900, -0.8520], [-3.8952, -1.4033, 3.5999], [-4.0512, 2.6493, 0.6352], [4.1256, -1.7013, -3.7221], [1.0884, 0.8311, -2.6675], [-0.2069, 1.2509, -3.5906], [-0.5787, 0.2893, -4.5807], [-5.9408, -3.3750, 0.9320], [-2.1098, 2.9635, 1.1197], [5.5762, -0.1308, -1.5454], [-5.5117, 0.8596, 5.0663], [2.2078, -2.5593, -0.2561], [4.1162, 0.1506, -5.1435], [0.2261, 0.2489, 3.2759], [-7.3871, -1.1650, 0.4618], [0.8315, -2.2550, 1.1340], [-5.7888, 2.2868, 4.1119], [2.3137, 1.3616, -3.1196]], "e_homo_ev": -8.26, "gap_ev": 8.2, "charge": 0, "lumo_ev": -0.11}

Preferred: #P; penalty for the next structure: 0.1907 hartree.